(1)
ORCA calculation (the ωB97M-V functional and the def2-TZVPD basis) on a structure of composition C26H50GaOP2Si at a distorted geometry.

Computed properties:
E_HOMO (alpha / beta) in eV: -8.326 / -8.324
Gap between HOMO and LUMO (alpha / beta) in eV: 2.586 / 2.604
Charge: +1

Atoms and positions in Å:
C 0.427653 -2.256143 0.480133
H 3.759606 3.888553 -4.301892
H -3.063041 3.942892 0.984773
H -3.151749 2.159151 1.099265
H -3.671757 2.980908 -0.398352
C -1.785212 -0.389745 2.833590
O -1.072890 1.711567 -1.388716
H -5.039595 -0.133639 -2.924424
C -0.706792 -1.002511 2.048930
H 3.501441 0.582089 -1.699501
H 2.329745 -0.168835 3.409149
H 2.440228 -0.372775 -2.758578
H 4.035155 0.139405 -3.334018
H 3.294427 -0.561961 1.269014
Si -1.177659 2.888221 -0.262841
H 1.562928 -0.684768 -4.728089
C -0.857123 -1.944777 0.997962
H 1.162472 3.774745 -2.230143
C -0.688504 4.598857 -0.942594
Ga -0.495257 1.891680 -3.243007
H -1.874868 -1.317226 -5.687010
H -2.033881 0.624346 2.480658
H -4.787982 1.244906 -4.056485
H 3.112450 -1.805296 0.008896
C -2.202432 0.739626 -5.088901
H -0.553019 2.046483 2.039849
H -2.700305 -0.991368 2.764897
H -2.198525 -1.730976 -2.070312
C -4.392171 0.722525 -3.170853
C 1.622957 1.425190 -4.984219
C -2.938572 3.001677 0.422127
H -1.275766 5.394115 -0.457299
C 1.290473 0.121988 3.227323
C 1.379858 -1.505024 1.221552
H 0.250236 0.007373 -3.877256
H 0.905228 2.376598 1.076736
H -3.347562 -2.171978 -3.383158
H 0.373852 4.801546 -0.750291
C 1.088993 2.800524 -2.724450
C -0.109932 2.731302 1.304018
C 3.168536 0.456340 -2.737749
H -0.847010 2.191149 -7.019543
C -2.428827 -1.609948 -3.147042
C -1.536569 -0.321216 -5.993471
P -2.687168 0.163082 -3.384596
C 0.813122 0.119894 -4.825784
C 0.993685 2.532601 -5.896236
C -1.403618 2.053913 -4.879240
H 0.242662 0.425442 -6.905269
H 1.565465 -2.865272 -1.214204
C 3.756526 3.337710 -3.348868
H -0.130092 -3.400248 -1.228283
H -2.113098 2.860184 -4.644371
H -1.929479 -0.190377 -7.018073
C 2.846027 -1.538408 1.038984
C -2.146773 -2.548197 0.576277
H -2.429752 -3.387913 1.228483
H 0.329091 -1.241655 -6.433131
H 0.741672 0.043863 4.173605
H -1.577634 -2.016532 -3.718677
H -4.368361 1.422335 -2.315985
H 1.455922 2.413876 -6.903067
H -1.507098 -0.307041 3.894354
H 1.046272 -4.200441 -0.172656
H -0.029515 3.722897 1.789575
C -0.003929 -0.250662 -6.079210
H -0.840267 4.665427 -2.028546
H 4.761074 2.948608 -3.110789
H -2.953935 -1.806801 0.626981
H 3.321302 -2.279849 1.701421
C 0.740129 -3.222344 -0.581776
H 1.278041 1.176827 2.925343
H 3.435787 4.028963 -2.546190
P 2.513439 2.036222 -3.377657
C 0.683122 -0.757242 2.205583
H -0.764189 3.664763 -6.093867
H 1.364666 3.496075 -5.535246
H -2.091485 -2.936411 -0.443518
H 2.554752 1.139626 -5.506868
C -0.545510 2.587611 -6.044679
H -3.194696 0.950203 -5.527196

Cartesian forces (eV/Å) of the 6 atoms listed first:
C 0.06 -0.01 0.10
H 0.11 -0.23 0.31
H -0.04 -0.36 -0.15
H -0.06 0.21 -0.18
H 0.11 0.04 0.28
C -0.60 -0.13 0.44

Atom charges from the Mulliken analysis, given in e for atoms 1 to 2: atom 1 (C): 0.37, atom 2 (H): 0.36

(2)
ORCA calculation (the ωB97M-V functional and the def2-TZVPD basis) on a structure of composition C26H50GeN6O2PdS2Se at a distorted geometry.

Computed properties:
E_HOMO in eV: 0.531
Gap between HOMO and LUMO in eV: 3.499
Charge: -2
Energy relative to the best compared isomer or geometry (same formula, charge and spin) in eV: 0.735

Atoms and positions in Å:
H 1.484010 -2.865747 -2.823804
H 3.464349 -0.019656 1.379692
H 0.244719 1.518027 2.779355
C -3.953344 -1.588144 5.492159
H 0.570058 2.643342 -5.349175
H -3.377816 1.447771 2.773605
C -3.700369 1.039135 3.732094
H 3.921742 2.877894 -0.355628
S 3.238062 1.201635 -2.588606
C -0.838053 3.948710 0.533554
H 0.319686 -5.179710 -0.296060
H -1.083364 2.533381 3.403147
H -3.315300 1.668729 4.536592
H 2.549422 0.366197 2.855373
H 2.278743 4.857563 -2.959973
H -1.158126 -3.270922 -6.412378
H -4.791544 1.062303 3.766746
O -2.477850 -0.891049 -5.784935
H 1.451050 3.443186 1.952388
H -1.212155 -3.021371 0.648931
H -0.570232 -0.437839 3.403448
H -0.747866 -1.707545 1.753684
H -0.786479 -1.849969 4.422079
C 0.548812 3.685546 2.516492
H -0.364269 3.581180 -2.051678
H 3.856769 4.245415 -2.410708
N 1.073956 2.791175 -3.347411
H -3.710407 -1.039955 6.404457
H -3.642506 -2.625960 5.625087
N 1.310299 -1.408066 -0.557521
H 0.665573 -5.109792 1.973794
H 1.223861 -4.550485 -3.879709
H -0.138991 -3.634437 -1.071662
H 2.955009 5.412404 -1.407686
N -0.660532 -1.057291 -4.346778
H 2.167211 -1.618293 3.954348
Ge -3.057032 -0.802000 3.917031
C -0.316891 2.440050 2.628778
H -0.086650 -5.362134 -4.723310
C 2.875860 3.162698 -0.169704
C 1.439273 -2.016237 0.579530
H 1.331538 -3.966906 4.096858
H 2.861558 4.044060 0.485041
H -0.760135 1.951236 -2.656881
H 2.198310 2.051437 -4.943128
N 1.243326 -2.030178 -3.340473
C -1.610349 -1.522158 -5.206386
C 2.467686 -0.042788 1.839516
C -0.311292 2.919001 -2.918358
H -0.898356 -0.229210 5.129938
H 0.274526 5.577601 1.442330
H 1.508314 -4.222310 -1.208501
H -1.740290 4.385124 0.106011
H 1.850504 0.618229 1.226953
H -0.527311 -1.505627 0.006239
C -0.296898 4.697671 1.745913
C 0.100114 -2.091872 -4.008174
Se -2.962429 -1.201317 0.630553
C 0.997593 -4.070132 1.947720
S -1.183761 2.219157 1.032878
C 1.369975 -3.446569 3.146650
C 1.161634 2.087575 -4.613208
C 0.650832 -4.159825 -0.520316
H 2.396767 2.323759 0.333755
C 1.887632 -1.427322 1.860726
H 0.777286 1.063228 -4.566981
H 1.426228 -1.260935 -2.666603
H -5.037272 -1.571509 5.359923
H -4.704607 -1.841658 2.323322
Pd 1.464489 0.563957 -1.262826
C -1.168579 -1.941732 0.780118
C -3.612423 -1.847918 2.364516
H 0.852540 4.057015 3.497592
C -1.436848 -3.039195 -5.377423
C -1.133292 -0.830602 4.249021
H 1.058750 -4.350757 -5.633777
H -2.362421 -3.563525 -5.131920
H -3.298909 -2.888165 2.471396
C 2.848907 4.557328 -2.083776
H -0.895890 3.363344 -3.729249
C 0.505464 -4.446323 -4.688421
O -0.313879 1.361156 0.190378
C 1.830373 -2.124672 3.047206
H -0.085115 3.830636 -0.253668
N 2.163553 3.476313 -1.393625
C 1.914754 2.315705 -2.262418
H -1.121469 5.041250 2.380444
C 1.035321 -3.429418 0.730266
N -0.365135 -3.321897 -4.454788

Cartesian forces (eV/Å) of the 6 atoms listed first:
H 0.02 -0.04 -0.04
H -0.05 0.00 -0.04
H -0.04 0.00 0.01
C -0.05 0.00 0.01
H -0.01 -0.02 0.01
H -0.01 -0.01 0.00

Atom charges from the Mulliken analysis, given in e for atoms 1 to 2: atom 1 (H): 0.23, atom 2 (H): 0.37

(3)
ORCA calculation (the ωB97M-V functional and the def2-TZVPD basis) on a structure of composition C26H50LaP2Si at a distorted geometry.

Computed properties:
E_HOMO in eV: -9.179
Gap between HOMO and LUMO in eV: 5.952
Charge: +1

Atoms and positions in Å:
H 0.632402 6.340902 0.371176
H 1.390376 -4.594426 0.603431
H 3.936411 3.145869 0.770548
H -0.089972 -2.253211 -0.353015
H -0.346542 -2.484028 2.788000
P 0.595874 -0.097811 -1.308534
C -2.317130 3.420916 0.877635
H 0.401235 3.753597 -2.584002
C -2.485465 -1.635783 0.866772
C -0.544280 4.586557 -0.045615
H -2.888993 -1.301472 -0.099064
H 2.948447 2.060424 4.712764
C 3.697677 3.153025 1.844163
H 4.623069 2.951470 2.410467
C -0.699111 3.787849 -2.513323
C 0.274649 -1.306074 0.085596
H -0.990889 5.945483 2.573272
H 4.222467 0.296285 2.888227
H 2.541264 0.019530 -2.694788
H 1.579522 4.840823 0.319006
C -0.472865 -1.398180 2.863087
H -1.464561 4.410731 3.306513
H 3.350362 4.164619 2.103281
C -1.492222 -4.582518 -1.106925
H 2.440035 -1.586073 -1.921496
H -0.599337 -5.360049 -4.393887
H -1.248430 -1.188793 3.612795
C 0.575044 -3.942538 -3.309486
C -3.276827 2.867235 1.875861
H -0.059733 -0.316211 -3.602352
H -3.564936 1.396744 -0.653537
H -2.277261 -2.713198 0.800405
C -0.723784 -4.638492 -3.571320
H 2.719571 -0.632734 2.651898
C -0.339884 -0.839983 -2.677139
H -2.473459 -4.095352 -0.995380
Si 2.414715 1.842664 2.290861
H 2.332789 -3.538291 -2.204903
C 1.455613 -5.374180 -1.415647
C -1.167594 3.842190 -1.096423
La -0.111106 2.006028 0.525794
C 0.721654 5.367500 -0.141799
H -0.836945 -6.323547 -2.202868
C 2.023961 2.142713 4.117745
H 1.295301 1.411954 4.497959
H 2.509154 -5.599479 -1.189518
H 1.044423 -6.252458 -1.929090
H 3.643753 -0.090805 1.244907
H 3.004449 -0.163582 -0.983489
H -2.787361 1.853568 -2.192806
H 1.594088 3.143251 4.275755
H -0.893782 -4.093112 0.861474
H 0.848449 -3.219012 -4.092815
C -2.271403 3.129018 -0.526407
H -1.105241 2.904715 -3.033335
H -2.387353 -5.639289 -2.687618
H -0.075217 -1.902388 -2.780526
H -3.801302 1.979395 1.488865
H 0.978626 5.582863 -1.185525
C -0.854349 4.850658 2.509739
C 3.323048 0.192345 2.254702
C -1.246888 4.326368 1.173010
H -1.422982 -0.755915 -2.504154
H 1.216935 -1.495811 0.625016
H -1.028389 4.675359 -3.084041
H -3.229007 -1.460956 1.655629
H 0.204966 4.654782 2.745838
C -3.217839 2.244049 -1.261526
H -1.441574 -3.892825 -3.949474
H -2.786914 2.588552 2.822133
C -0.601554 -4.533844 -0.100671
H -4.054899 3.610238 2.126024
C 0.744223 -5.185032 -0.062177
P -1.016447 -0.653600 1.282951
C 1.449588 -4.180856 -2.319054
C -1.364148 -5.377146 -2.376162
H 0.467629 -0.937400 3.208497
H 0.657874 -6.172994 0.416543
H -4.111069 2.829388 -1.538858
C 2.309400 -0.510210 -1.759587

Cartesian forces (eV/Å) of the 6 atoms listed first:
H 0.05 -0.39 -0.13
H -0.09 -0.07 -0.11
H 0.06 0.03 0.24
H 0.25 0.33 0.18
H 0.00 0.19 -0.09
P 0.35 -1.48 -0.59

Atom charges from the Mulliken analysis, given in e for atoms 1 to 2: atom 1 (H): 0.36, atom 2 (H): 0.32

(4)
ORCA calculation (the ωB97M-V functional and the def2-TZVPD basis) on a cluster of 6 separate species, C26H50N2O15S6 in total at a distorted geometry.

Computed properties:
E_HOMO in eV: -8.492
Gap between HOMO and LUMO in eV: 7.151
Structure (SMILES): C#CCCCc1ccc2nsnc2c1.CCOS(C)(=O)=O.CCOS(C)(=O)=O.CCOS(C)(=O)=O.CCOS(C)(=O)=O.CCOS(C)(=O)=O

Atoms and positions in Å:
H -9.104960 5.704560 -3.033279
H 2.847212 4.823515 -0.211772
O -7.039669 3.898289 -3.869135
O -1.930472 -5.882727 5.876095
O 4.325732 -2.197644 1.423153
N -3.991555 0.834021 -0.974151
H 2.899764 -6.308338 3.090569
H 3.454884 -5.377451 4.502393
H -0.739580 -3.809306 7.105194
H 1.397716 9.565805 -5.325771
C -2.980830 1.890187 -1.048489
C 4.383453 -0.758143 3.610696
H 4.311311 -0.887371 4.690561
H 3.510008 -0.235350 3.221455
H -2.459496 -7.048286 4.234677
H 5.292233 -0.208714 3.361765
H 4.400599 -5.376978 3.018726
C -2.443714 -7.093472 5.327901
C 1.074776 -7.213130 -2.303408
H -6.105240 1.005130 -2.475162
C -1.490875 3.934857 -2.056051
H -3.275962 2.907496 -3.217429
H -1.538832 -3.154626 5.636372
H 5.964930 -6.407772 -0.893934
H 4.592633 7.274887 -1.472840
H -6.542064 -0.305940 -3.596607
C 2.603058 -4.174949 2.921293
C 0.611904 4.845539 -0.402002
C 3.380575 -5.381440 3.411667
O -0.719540 -5.111526 3.835562
O -9.348306 3.262088 -4.653019
C -8.189324 0.981062 -3.047605
H 0.243278 -3.127424 5.779295
C -2.681665 2.919054 -2.237775
H -0.381469 2.810122 1.422807
H -1.159000 4.708231 -2.846899
H 2.342185 11.620772 -4.203757
O 3.403530 -6.617768 -1.920238
S 4.485620 -2.354766 2.847823
C 3.395170 1.806664 -0.702101
H 2.639931 3.380210 -2.236853
C -2.200249 1.788619 0.345761
C 1.990564 4.032586 -0.159946
C 5.192995 -6.356440 -0.126564
H -8.516463 0.285194 -2.269583
S -0.561618 -5.272719 5.259433
C -0.669388 3.879502 -0.697443
C 2.500097 -7.248111 -2.822983
S 2.844942 8.629273 -2.267662
H 0.363935 5.366749 0.614191
C -1.667053 -8.302095 5.816374
H -0.646907 -8.297616 5.424803
H 4.815147 -5.339111 -0.021273
H 1.967450 3.652359 0.935242
O 2.660724 9.016778 -3.830317
H 1.395147 11.243274 -2.769988
O 3.246338 9.805831 -1.541895
C -9.103237 4.747701 -2.509847
O 1.727086 7.819367 -1.850425
C -6.719978 0.741094 -3.339489
S -3.945344 -0.040558 0.492252
H 0.564021 11.621443 -4.283579
O 4.392339 -8.702146 -0.969831
H 2.818240 -8.272845 -3.037912
H 0.378102 -7.582827 -3.059702
H 2.586006 -4.132571 1.827931
H -8.805482 0.788235 -3.931206
H 0.699878 5.709857 -1.168316
H 0.582012 9.126783 -3.829244
O 0.558116 -5.976820 5.828710
H 4.576125 -0.274477 -0.186525
H 5.587724 -6.707085 0.827883
C -0.665796 -3.677801 6.025704
H 0.966538 -7.835901 -1.412059
H 1.362250 2.245228 -1.536510
H -8.485898 4.815213 -1.614078
H 3.979839 6.712076 -3.055422
H -6.380872 1.356164 -4.176848
H 1.565021 -4.260768 3.255862
C 2.293252 2.879781 -1.246338
O 3.118055 -2.962152 3.467375
H -3.482047 -7.178564 5.661251
H 0.789881 -6.195583 -2.023092
C -1.019133 2.847863 0.449092
O 2.812677 -7.295658 0.403413
O -8.417286 2.296505 -2.549897
H 2.550263 -6.691862 -3.763515
S 3.852851 -7.421791 -0.586386
C 1.451566 9.651567 -4.236647
H 5.051880 8.149602 -2.960205
N -2.626152 0.758942 1.315804
C 1.435124 11.120098 -3.855006
S -8.406051 3.533376 -3.596747
O 5.605950 -3.058944 3.415919
C 4.262577 7.583699 -2.465545
H -10.122471 4.454705 -2.259432
C 4.201611 0.814133 -0.345022
H -1.594408 -8.300474 6.907185
H -2.148426 -9.227997 5.492565

Cartesian forces (eV/Å) of the 6 atoms listed first:
H 0.06 -0.17 -0.08
H -1.44 -1.48 0.14
O -0.71 -0.24 -0.21
O 0.70 0.90 -0.13
O 0.32 -0.41 0.45
N 2.34 1.89 0.76

Atom charges from the Mulliken analysis, given in e for atoms 1 to 2: atom 1 (H): 0.37, atom 2 (H): 0.27